{"formula": "C23H49N4P3SeTc", "method": "ωB97M-V/def2-TZVPD", "elements": ["Tc", "P", "P", "P", "H", "C", "C", "H", "C", "C", "C", "C", "C", "C", "C", "C", "C", "H", "H", "H", "H", "H", "H", "H", "H", "H", "H", "H", "H", "H", "H", "H", "H", "H", "H", "H", "H", "H", "H", "H", "H", "H", "H", "H", "H", "H", "C", "C", "C", "C", "C", "C", "Se", "H", "H", "H", "H", "H", "H", "C", "N", "C", "N", "C", "N", "C", "N", "C", "C", "H", "H", "H", "H", "H", "H", "H", "H", "H", "H", "H", "H"], "coordinates": [[-0.45456, 0.46455, 0.44274], [1.41270, 1.91983, -0.50082], [-1.39917, 1.85394, 1.97764], [-1.82123, 1.37316, -1.17368], [3.41303, -1.68092, -2.73732], [2.67931, -0.98155, -3.17501], [3.24895, 0.23129, -3.78053], [4.13659, 0.70277, -3.36605], [3.17101, 1.36783, -0.48995], [1.55469, 3.50564, 0.42620], [1.41453, 2.51661, -2.24267], [-2.99224, 1.27112, 2.69972], [-0.42247, 2.08353, 3.51663], [-1.84839, 3.60888, 1.66458], [-1.46169, 0.60460, -2.79893], [-1.87810, 3.17193, -1.59754], [-3.63521, 1.06688, -1.08315], [2.06619, -1.51983, -3.91901], [2.88510, 0.55201, -4.75314], [3.34649, 0.62177, -1.27795], [3.48293, 0.96888, 0.48244], [3.80399, 2.24099, -0.70461], [1.45340, 3.34036, 1.50685], [0.79295, 4.22531, 0.10253], [2.54736, 3.93560, 0.23299], [1.92361, 1.78976, -2.89639], [1.97368, 3.46205, -2.28359], [0.40397, 2.69468, -2.62014], [-3.26668, 1.92350, 3.54059], [-2.89072, 0.24209, 3.06457], [-3.79532, 1.29431, 1.95448], [-0.89637, 2.85862, 4.13539], [0.60253, 2.40140, 3.28914], [-0.38426, 1.14983, 4.09240], [-2.03270, 4.09909, 2.63077], [-2.75772, 3.68416, 1.05726], [-1.03812, 4.14429, 1.15874], [-1.92038, 1.22446, -3.58090], [-1.88945, -0.40493, -2.83430], [-0.38255, 0.53101, -2.98477], [-2.00255, 3.26881, -2.68462], [-0.97668, 3.71638, -1.29395], [-2.74460, 3.63720, -1.10976], [-4.09290, 1.54908, -1.95836], [-4.06904, 1.49671, -0.17282], [-3.86371, -0.00733, -1.11555], [-2.39187, -2.34205, -1.04965], [-1.38127, -2.77880, -1.91700], [-1.71935, -3.56583, -3.02722], [-3.05670, -3.90972, -3.26490], [-4.05759, -3.50138, -2.37153], [-3.72389, -2.73789, -1.25014], [-2.06627, -1.23976, 0.57736], [1.96047, -0.68283, -2.33412], [-0.34270, -2.50374, -1.72511], [-0.93744, -3.90949, -3.70803], [-3.31999, -4.50432, -4.14178], [-5.09907, -3.77087, -2.54633], [-4.47966, -2.44050, -0.52183], [1.49377, -1.81423, 0.52350], [0.83365, -0.96104, 1.57158], [1.90799, -0.32559, 2.41518], [2.84811, -1.30799, 2.97003], [3.44290, -2.10648, 1.87583], [2.40236, -2.80447, 1.08964], [1.63930, -3.68512, 1.99862], [1.01105, -2.91317, 3.09184], [0.11488, -1.90006, 2.53079], [2.08750, -2.23647, 3.84331], [2.08238, -1.16870, -0.14722], [0.71821, -2.35253, -0.03744], [1.43284, 0.18869, 3.26120], [2.46535, 0.40569, 1.81736], [4.10434, -2.86323, 2.31729], [4.01174, -1.44404, 1.20805], [0.85635, -4.19754, 1.42308], [2.33774, -4.40515, 2.44271], [-0.30838, -1.31389, 3.36005], [-0.68099, -2.43827, 1.99024], [2.77496, -3.00164, 4.22394], [1.64305, -1.66799, 4.67050]], "total_charge": 4, "lumo_ha": [-0.553, -0.553], "multiplicity": 4, "homo_lumo_gap_ha": [0.1497, 0.1491], "e_above_lowest_kcal_mol": 0.00, "fmax_ev_per_a": 4.2}